# 1
73
Properties=species:S:1:pos:R:3 method="wB97M-V/def2-TZVPD" spin_multiplicity=4 homo_lumo_gap_ev="2.02 / 6.63"
Pd -0.349 -0.577 0.409
Cl -2.259 -1.774 1.712
C 3.210 -0.988 3.228
C 1.701 -0.661 3.294
O 1.091 -0.325 2.286
N 1.182 -0.731 4.510
C -0.228 -0.493 4.930
H 3.748 -1.081 4.171
H 3.823 -0.343 2.598
H 3.371 -1.973 2.788
H 1.799 -1.050 5.243
H -0.468 -1.190 5.733
H -0.945 -0.761 4.154
H -0.248 0.545 5.263
C -2.585 2.327 2.829
C -1.558 2.395 1.696
O -0.986 1.370 1.229
N -1.270 3.618 1.198
C -0.280 3.936 0.241
H -3.173 1.411 2.779
H -3.263 3.181 2.849
H -2.092 2.360 3.800
H -1.578 4.397 1.763
H 0.561 3.281 0.467
H 0.005 4.985 0.317
H -0.609 3.674 -0.765
C 1.664 1.567 -2.625
C 1.934 1.424 -1.122
O 1.211 0.700 -0.466
N 3.021 2.020 -0.649
C 3.579 2.024 0.678
H 2.461 2.198 -3.021
H 0.689 2.048 -2.702
H 1.708 0.570 -3.062
H 3.510 2.564 -1.345
H 2.881 1.569 1.381
H 3.756 3.053 0.991
H 4.525 1.485 0.640
C -2.688 -1.973 -2.436
C -1.201 -1.901 -2.562
O -0.560 -1.479 -1.608
N -0.574 -2.100 -3.715
C -1.063 -2.914 -4.871
H -3.049 -1.985 -1.408
H -3.087 -2.904 -2.839
H -3.102 -1.118 -2.969
H 0.405 -1.850 -3.724
H -2.134 -2.872 -5.069
H -0.744 -3.953 -4.794
H -0.580 -2.584 -5.791
C 1.491 -4.350 1.378
C 1.808 -3.195 0.463
O 1.016 -2.266 0.426
N 2.928 -3.205 -0.223
C 3.342 -2.097 -1.038
H 0.458 -4.654 1.213
H 1.604 -4.147 2.443
H 2.107 -5.242 1.262
H 3.504 -4.032 -0.161
H 3.936 -2.414 -1.896
H 4.025 -1.483 -0.451
H 2.508 -1.543 -1.470
N -2.504 0.815 -0.922
C -2.272 1.459 -2.064
C -3.161 2.334 -2.620
C -4.443 2.560 -2.044
C -4.684 1.819 -0.901
C -3.738 0.937 -0.375
H -1.358 1.272 -2.609
H -3.000 2.809 -3.577
H -5.135 3.218 -2.549
H -5.645 1.933 -0.423
H -3.950 0.345 0.503

***

# 2
57
Properties=species:S:1:pos:R:3 method="wB97M-V/def2-TZVPD" charge=-1 spin_multiplicity=1 homo_lumo_gap_ev=5.19
C 8.095 -2.304 2.005
C 7.762 -1.240 1.569
C 7.105 0.051 1.353
C 5.548 -0.055 1.230
C 5.215 -1.307 0.539
N 4.950 -2.345 0.144
C 4.781 0.083 2.565
C 5.552 -0.416 3.720
N 6.246 -0.994 4.420
C 3.405 -0.591 2.591
C 2.326 0.186 1.824
C 1.085 -0.694 1.611
C 1.171 -1.671 0.452
O 1.037 -0.999 -0.833
C 2.237 -0.956 -1.477
O 2.488 -1.638 -2.423
H 8.363 -3.250 2.404
H 7.499 0.466 0.426
H 7.382 0.716 2.168
H 5.251 0.753 0.564
H 4.644 1.152 2.736
H 3.078 -0.619 3.631
H 3.444 -1.630 2.272
H 2.016 1.023 2.451
H 2.685 0.613 0.888
H 0.189 -0.091 1.499
H 0.992 -1.298 2.518
H 0.329 -2.357 0.499
H 2.080 -2.275 0.449
H 2.966 -0.215 -1.117
C -2.989 2.772 -3.677
Si -3.611 1.269 -2.703
C -2.063 0.328 -2.143
C -4.513 0.170 -3.959
N -4.576 1.802 -1.435
Si -5.329 0.821 -0.302
C -4.128 -0.199 0.759
C -6.589 -0.391 -1.039
C -6.297 1.910 0.910
H -2.350 2.464 -4.514
H -3.831 3.338 -4.080
H -2.407 3.431 -3.028
H -1.349 0.198 -2.967
H -2.313 -0.669 -1.774
H -1.559 0.876 -1.346
H -5.464 0.623 -4.246
H -4.712 -0.824 -3.553
H -3.913 0.035 -4.868
H -3.678 -1.014 0.187
H -4.645 -0.650 1.617
H -3.330 0.439 1.144
H -7.256 0.129 -1.729
H -7.204 -0.849 -0.253
H -6.098 -1.204 -1.579
H -7.054 2.490 0.380
H -5.624 2.602 1.421
H -6.803 1.301 1.671

***

# 3
18
Properties=species:S:1:pos:R:3 method="wB97M-V/def2-TZVPD" spin_multiplicity=1 de_lowest_ev=7.484 homo_lumo_gap_ev="8.03 / 8.78"
C 1.479 -1.847 0.321
N 0.597 -1.180 -0.606
N -2.097 -0.729 -0.120
O -1.174 -1.541 0.223
H 0.449 -1.741 -1.438
H -2.631 -1.109 -0.924
H -1.396 0.583 -0.196
H 1.630 -1.218 1.200
H 1.058 -2.801 0.662
H 2.463 -2.055 -0.121
C -0.080 1.884 0.975
N -0.401 1.185 -0.265
O -0.518 2.089 -1.365
H 0.377 2.176 -1.725
H 0.248 0.168 -0.493
H -0.098 1.142 1.773
H -0.820 2.657 1.182
H 0.913 2.336 0.916

***

# 4
21
Properties=species:S:1:pos:R:3 method="wB97M-V/def2-TZVPD" spin_multiplicity=1 de_lowest_ev=1.716 homo_lumo_gap_ev=8.86
C -2.461 0.446 1.474
C 2.181 0.074 -2.021
C -1.710 0.278 0.195
C 0.799 -0.316 -1.601
N 0.621 -1.979 1.412
N 1.048 1.279 0.808
Si 0.198 -0.091 0.180
H -3.379 0.919 1.362
H -2.815 -0.608 1.863
H -1.842 0.967 2.230
H 2.264 -0.076 -3.131
H 2.378 1.031 -1.867
H 2.841 -0.429 -1.450
H -1.660 1.403 -0.230
H -2.193 -0.453 -0.459
H 0.656 -1.391 -1.745
H -0.031 0.199 -2.268
H 0.104 -2.878 1.069
H 0.602 -2.013 2.429
H 1.897 1.611 0.521
H 0.502 2.028 1.230

***

# 5
16
Properties=species:S:1:pos:R:3 method="wB97M-V/def2-TZVPD" smiles=CC(C)N.S spin_multiplicity=1 de_lowest_ev=0.789 homo_lumo_gap_ev=9.43
C -1.208 -1.388 -0.740
C -0.223 -0.546 0.070
C 1.214 -0.895 -0.293
N -0.467 0.899 -0.114
H -2.207 -0.950 -0.745
H -0.843 -1.442 -1.765
H -1.302 -2.387 -0.315
H -0.376 -0.728 1.140
H 1.349 -0.882 -1.381
H 1.410 -1.918 0.032
H 1.892 -0.188 0.187
H -1.411 1.208 -0.305
H 0.184 1.318 -0.766
S 1.333 3.030 1.579
H 0.411 1.768 1.055
H 0.243 3.101 2.361

***

# 6
153
Properties=species:S:1:pos:R:3 method="wB97M-V/def2-TZVPD" charge=+1 spin_multiplicity=2 homo_lumo_gap_ev="9.42 / 3.21"
O 3.274 -3.197 0.600
S 4.656 -3.120 0.092
O 5.814 -2.890 0.983
O 4.939 -4.485 -0.807
C 6.101 -5.262 -0.577
C 6.014 -6.526 -1.461
C 4.684 -2.001 -1.444
H 6.039 -5.456 0.494
H 7.093 -4.826 -0.693
H 5.035 -6.958 -1.669
H 6.676 -7.320 -1.114
H 6.370 -6.200 -2.438
H 4.373 -0.981 -1.219
H 4.013 -2.525 -2.126
H 5.682 -1.980 -1.882
C 0.484 4.800 -1.578
O 1.344 3.814 -0.897
C 1.626 4.082 0.546
C 0.443 3.851 1.412
O -0.445 4.938 1.579
C -1.493 4.595 2.580
C -2.645 5.534 2.776
O -3.410 5.859 1.639
C -2.902 6.719 0.646
H -0.602 4.713 -1.600
H 0.727 4.778 -2.641
H 0.761 5.771 -1.168
H 1.897 5.118 0.749
H 2.385 3.451 1.007
H 0.737 3.765 2.458
H -0.163 2.985 1.144
H -1.084 4.459 3.581
H -2.128 3.796 2.195
H -2.200 6.395 3.275
H -3.291 5.181 3.581
H -2.561 7.672 1.051
H -3.723 6.845 -0.060
H -2.036 6.248 0.181
C -2.233 -0.114 -5.151
O -1.361 1.049 -5.257
C -0.413 1.002 -6.336
C 0.508 2.159 -6.267
O 1.654 1.918 -5.433
C 1.418 1.988 -4.039
C 2.545 1.313 -3.196
O 2.954 -0.051 -3.455
C 3.617 -0.268 -4.713
H -2.337 -0.736 -6.040
H -3.207 0.229 -4.803
H -1.876 -0.802 -4.385
H -0.949 0.997 -7.285
H 0.289 0.169 -6.288
H 0.136 3.113 -5.894
H 1.037 2.200 -7.219
H 0.450 1.622 -3.699
H 1.227 3.052 -3.895
H 2.194 1.602 -2.206
H 3.477 1.877 -3.241
H 4.093 -1.248 -4.719
H 4.405 0.432 -4.992
H 2.862 -0.407 -5.486
C 8.058 0.758 -0.373
O 7.231 1.400 0.600
C 6.083 2.019 0.082
C 5.170 2.532 1.224
O 4.489 1.509 1.906
C 5.299 0.630 2.712
C 4.305 -0.276 3.497
O 3.233 0.543 4.121
C 2.527 -0.084 5.102
H 8.649 1.485 -0.931
H 7.472 0.158 -1.068
H 8.872 0.153 0.027
H 5.431 1.378 -0.511
H 6.256 2.846 -0.607
H 4.520 3.273 0.760
H 5.668 3.094 2.015
H 6.050 1.074 3.366
H 5.823 -0.063 2.053
H 4.875 -0.779 4.278
H 3.757 -1.034 2.937
H 1.639 0.546 5.158
H 3.036 -0.046 6.065
H 2.232 -1.121 4.940
C -2.707 3.099 -0.264
O -2.781 2.615 -1.571
C -1.742 1.694 -1.751
C -2.112 0.271 -1.198
O -1.525 -0.894 -1.780
C -0.143 -0.905 -1.939
C 0.624 -0.892 -0.605
O 0.493 0.246 0.150
C 1.236 0.232 1.391
H -2.063 2.557 0.429
H -3.703 3.044 0.176
H -2.368 4.135 -0.256
H -0.850 2.167 -1.342
H -1.675 1.603 -2.835
H -3.170 0.089 -1.388
H -1.889 0.269 -0.131
H 0.149 -0.021 -2.506
H 0.155 -1.698 -2.626
H 1.645 -1.134 -0.900
H 0.548 -1.814 -0.029
H 2.254 -0.040 1.110
H 0.728 -0.507 2.010
H 1.227 1.192 1.908
C -4.341 -6.942 -2.381
O -4.379 -6.896 -0.977
C -3.196 -7.656 -0.448
C -2.342 -6.671 0.377
O -1.615 -5.814 -0.463
C -1.212 -4.524 0.120
C -2.324 -3.574 0.068
O -3.071 -3.566 1.299
C -4.323 -2.813 1.122
H -3.485 -6.355 -2.713
H -5.231 -6.607 -2.914
H -4.221 -7.945 -2.791
H -2.498 -7.982 -1.219
H -3.411 -8.465 0.250
H -1.583 -7.338 0.786
H -2.907 -6.287 1.226
H -0.444 -4.145 -0.554
H -0.712 -4.544 1.088
H -2.961 -3.782 -0.792
H -1.962 -2.562 -0.114
H -5.111 -3.435 0.699
H -4.150 -1.924 0.515
H -4.732 -2.500 2.083
C -2.357 1.741 5.631
O -1.691 1.673 4.417
C -2.267 0.872 3.454
C -3.837 1.087 3.204
O -4.793 0.462 4.080
C -6.129 0.839 3.881
C -6.653 -0.048 2.707
O -7.860 0.387 2.162
C -8.548 -0.554 1.298
H -3.425 1.954 5.651
H -1.853 2.543 6.170
H -2.203 0.770 6.102
H -2.249 -0.145 3.845
H -1.754 0.782 2.496
H -4.033 0.915 2.146
H -4.114 2.132 3.061
H -6.251 1.922 3.870
H -6.633 0.528 4.796
H -6.873 -1.044 3.090
H -5.963 -0.149 1.870
H -8.407 -1.595 1.590
H -8.260 -0.402 0.258
H -9.623 -0.382 1.350

***

# 7
25
Properties=species:S:1:pos:R:3 method="wB97M-V/def2-TZVPD" spin_multiplicity=1 de_lowest_ev=2.330 homo_lumo_gap_ev="7.79 / 6.59"
C 1.397 1.739 0.955
C -0.548 1.664 1.721
C -1.877 2.101 2.221
C -0.789 -0.079 -2.360
C -0.938 -2.310 -1.238
C 1.876 -0.647 1.254
N 0.329 2.445 1.100
N -0.103 0.442 1.972
N 1.092 0.446 1.343
N -0.134 -1.335 -1.922
O 2.099 -2.683 -1.463
O 2.247 -0.228 -2.151
S 1.563 -1.288 -1.409
H 2.194 2.040 0.288
H -2.231 1.480 3.151
H -1.834 3.152 2.596
H -2.798 2.066 1.508
H -0.972 0.427 -1.474
H 0.016 0.397 -2.844
H -1.717 -0.279 -3.063
H -0.285 -3.235 -1.058
H -1.189 -1.946 -0.264
H -2.024 -2.353 -1.655
H 1.804 -1.416 2.043
H 2.824 -0.602 0.748

***

# 8
81
Properties=species:S:1:pos:R:3 method="wB97M-V/def2-TZVPD" spin_multiplicity=1 homo_lumo_gap_ev=3.88
C -3.025 3.461 3.077
C -1.640 3.894 2.674
O -0.959 2.747 2.113
C 0.376 2.947 1.837
C 1.157 1.749 2.088
C 2.477 1.782 2.559
C 3.195 3.013 2.715
C 4.478 3.021 3.252
Cl 5.234 4.520 3.598
C 5.170 1.822 3.484
C 4.491 0.600 3.336
C 3.174 0.569 2.896
O 0.796 4.014 1.391
H -3.545 4.289 3.569
H -3.615 3.159 2.211
H -2.952 2.623 3.782
H -1.655 4.707 1.939
H -1.102 4.189 3.584
H 0.621 0.811 2.157
H 2.733 3.949 2.418
H 6.214 1.872 3.782
H 5.006 -0.332 3.598
H 2.643 -0.387 2.804
C -3.995 -2.039 -3.784
N -3.495 -1.320 -2.635
C -4.322 -0.680 -1.750
O -5.531 -0.519 -1.882
C -3.458 -0.168 -0.599
C -3.729 -0.893 0.724
C -5.039 -0.469 1.340
C -5.178 0.847 1.780
C -6.429 1.320 2.181
C -7.532 0.456 2.156
C -7.364 -0.895 1.827
C -6.102 -1.367 1.461
N -2.106 -0.416 -1.125
C -1.017 0.013 -0.468
C 0.259 -0.439 -0.768
C 1.446 0.205 -0.451
C 2.711 -0.343 -0.861
C 3.929 0.330 -0.566
C 5.145 -0.149 -1.005
C 5.222 -1.392 -1.694
N 6.451 -1.846 -2.156
C 6.753 -3.271 -2.140
C 7.168 -1.074 -3.160
C 4.032 -2.120 -1.937
C 2.809 -1.575 -1.585
C -2.089 -1.364 -2.250
C -1.707 -2.798 -1.824
C -1.213 -0.902 -3.432
H -5.090 -2.013 -3.782
H -3.620 -1.592 -4.716
H -3.651 -3.083 -3.751
H -3.622 0.919 -0.508
H -3.740 -1.976 0.515
H -2.902 -0.671 1.417
H -4.293 1.481 1.776
H -6.538 2.355 2.509
H -8.529 0.843 2.365
H -8.206 -1.588 1.862
H -5.930 -2.417 1.220
H -1.205 0.730 0.337
H 0.321 -1.364 -1.343
H 1.411 1.206 -0.007
H 3.882 1.244 0.023
H 6.067 0.398 -0.795
H 6.464 -3.689 -1.166
H 6.229 -3.836 -2.932
H 7.833 -3.405 -2.276
H 7.011 -0.003 -2.985
H 8.237 -1.312 -3.099
H 6.838 -1.315 -4.188
H 4.077 -3.072 -2.482
H 1.917 -2.128 -1.890
H -2.433 -3.195 -1.101
H -1.698 -3.456 -2.705
H -0.713 -2.842 -1.370
H -1.629 0.020 -3.861
H -0.182 -0.712 -3.125
H -1.200 -1.679 -4.208

***

In the order shown, the computed E values come out to -56566.8190 -43506.2748 -10810.8905 -15232.0741 -15613.9621 -95742.6396 -27302.5642 -59039.9957 eV.